{
  "formula": "C5H15NO",
  "method": "ωB97M-V/def2-TZVPD",
  "homo_energy_ev": -8.4,
  "homo_lumo_gap_ev": 9.28,
  "smiles": "CCNC(C)C.O",
  "total_charge": 0,
  "species": ["C", "C", "N", "C", "C", "C", "H", "H", "H", "H", "H", "H", "H", "H", "H", "H", "H", "H", "H", "O", "H", "H"],
  "positions_angstrom": [[0.59142, 1.73602, -0.55041], [0.29441, 0.25488, -0.30893], [-0.64711, 0.10221, 0.80031], [-0.84750, -1.25491, 1.31094], [-1.59593, -2.11822, 0.29530], [-1.56927, -1.20210, 2.66277], [1.50573, 2.07942, -0.09746], [-0.26865, 2.32721, -0.20914], [0.54138, 1.93436, -1.63015], [0.00438, -0.22839, -1.25106], [1.19906, -0.27291, -0.01707], [-1.45277, 0.66310, 0.54840], [0.18238, -1.59279, 1.38736], [-1.60553, -3.19224, 0.46662], [-2.57998, -1.70355, 0.07899], [-1.10316, -2.04508, -0.67812], [-1.34314, -2.09703, 3.24808], [-1.21930, -0.33306, 3.20846], [-2.62789, -1.19359, 2.43660], [3.93791, 2.50997, -3.61337], [4.29872, 3.40855, -3.62627], [4.30482, 2.21818, -4.46184]]
}